# 1
Molecular formula: CH2FN3O2S
Method: DFT, ωB97M-V/def2-TZVPD

The value obtained for the highest occupied orbital energy is -9.65 eV. For the energy above the lowest of the compared OMol25 structures with the same formula, charge and spin, the calculation gives 0.0 kcal/mol. The calculation puts the LUMO energy at -0.1 eV. The value obtained for the orbital gap is 9.578 eV.

Each line ends with the Löwdin charge.
Atoms and positions in Å:
C (-1.243, -0.141, -0.090)  -0.915
N (-1.316, 0.950, 0.368)  0.124
N (1.335, 0.359, 0.612)  0.094
N (2.044, -0.497, 0.040)  -0.405
O (1.948, -1.724, 0.782)  0.015
O (2.824, -0.452, -0.826)  0.139
F (1.540, 1.721, 0.132)  -0.060
S (-1.093, -1.659, -0.303)  0.747
H (1.670, -1.377, 1.737)  0.181
H (-1.068, 1.846, 0.005)  0.080

# 2
Molecular formula: C5H8N3O3P3
Method: DFT, ωB97M-V/def2-TZVPD

The value obtained for the highest occupied orbital energy (alpha / beta) is -7.27 / -7.27 eV. For the energy above the lowest of the compared OMol25 structures with the same formula, charge and spin, the calculation gives 12.9 kcal/mol. The calculation puts the LUMO energy (alpha / beta) at -1.3 / -1.3 eV. The value obtained for the orbital gap (alpha / beta) is 5.957 / 5.958 eV.

Each line ends with the Löwdin charge.
Atoms and positions in Å:
C (-4.124, -1.027, 0.440)  0.110
C (-2.756, -0.933, 0.447)  -0.037
C (-2.104, 0.170, -0.262)  -0.368
C (-0.196, 1.739, 0.285)  -0.193
C (-0.621, 0.304, -0.222)  -0.245
N (3.859, -1.449, -0.267)  -0.690
N (3.637, 1.197, -0.307)  -0.557
N (1.329, -0.934, -0.241)  -0.321
O (-2.726, 1.079, -0.815)  0.076
O (1.185, 1.920, 0.054)  -0.431
O (0.078, -0.851, 0.338)  -0.242
P (4.628, -0.236, -0.870)  0.797
P (2.466, -1.980, 0.471)  0.598
P (2.475, 1.243, 0.895)  0.959
H (-4.622, -1.897, 0.808)  0.064
H (-4.661, -0.418, -0.145)  0.024
H (-2.233, -1.531, 1.112)  0.078
H (-0.668, 2.469, -0.447)  0.149
H (-0.674, 1.839, 1.243)  0.119
H (-0.375, 0.345, -1.324)  0.170
H (3.941, 2.049, -0.744)  -0.004
H (2.162, -3.097, -0.449)  -0.055

# 3
Molecular formula: C4H8NO4
Method: DFT, ωB97M-V/def2-TZVPD

The value obtained for the highest occupied orbital energy (alpha / beta) is -10.51 / -15.21 eV. The multiplicity is 3. The calculation puts the LUMO energy (alpha / beta) at -3.3 / -7.6 eV. The value obtained for the orbital gap (alpha / beta) is 7.162 / 7.595 eV. The total charge is +1.

Each line ends with the Löwdin spin population.
Atoms and positions in Å:
C (2.096, -0.277, 0.071)  0.458
C (-1.403, -0.004, 0.468)  0.010
C (-0.714, 1.241, -0.134)  0.011
C (0.298, -0.598, -0.936)  0.540
N (-0.462, -1.050, 0.215)  0.063
O (1.811, -0.716, 1.226)  0.164
O (-0.042, 0.708, -1.282)  0.281
O (4.348, 0.395, 0.100)  0.328
O (3.058, 0.215, -0.559)  0.071
H (-1.588, 0.090, 1.599)  -0.001
H (-2.393, -0.068, 0.079)  0.001
H (-1.495, 1.883, -0.538)  0.001
H (0.141, 1.565, 0.588)  0.008
H (0.630, -1.156, -1.863)  0.031
H (0.634, -0.926, 0.976)  0.023
H (-0.792, -2.034, 0.149)  0.005
H (4.878, 0.705, -0.739)  0.006

# 4
Molecular formula: C23H14Cl5NO3S2SbSe4W
Method: DFT, ωB97M-V/def2-TZVPD

The value obtained for the highest occupied orbital energy (alpha / beta) is -7.76 / -7.74 eV. For the energy above the lowest of the compared OMol25 structures with the same formula, charge and spin, the calculation gives 41.5 kcal/mol. The multiplicity is 2. The calculation puts the LUMO energy (alpha / beta) at -1.7 / -2.1 eV. The value obtained for the orbital gap (alpha / beta) is 6.102 / 5.625 eV.

Each line ends with the Löwdin spin population.
Atoms and positions in Å:
W (0.336, 0.283, 1.813)  -0.007
Cl (3.624, -6.352, 0.670)  0.000
C (2.630, -4.976, 0.952)  0.000
C (1.273, -5.013, 0.638)  0.000
Cl (0.581, -6.438, -0.029)  0.000
C (0.474, -3.898, 0.858)  0.000
Cl (-1.199, -3.901, 0.460)  0.000
C (1.015, -2.727, 1.397)  0.000
O (0.224, -1.691, 1.606)  0.000
C (2.381, -2.698, 1.692)  0.000
Cl (3.043, -1.210, 2.265)  0.000
C (3.182, -3.813, 1.485)  0.000
Cl (4.848, -3.751, 1.895)  0.000
O (1.562, 1.424, 1.481)  -0.001
N (-0.467, 2.868, 2.839)  0.000
C (0.017, 4.073, 3.124)  0.000
C (-0.417, 5.219, 2.483)  0.000
C (-1.403, 5.091, 1.514)  0.000
C (-1.918, 3.842, 1.224)  0.000
C (-1.415, 2.744, 1.919)  0.000
S (-1.968, 1.068, 1.670)  -0.001
H (0.772, 4.105, 3.901)  0.000
H (0.002, 6.183, 2.737)  0.000
H (-1.777, 5.962, 0.993)  0.000
H (-2.695, 3.710, 0.483)  0.000
O (0.226, 0.030, -0.326)  0.000
S (-1.071, -0.099, -1.141)  0.000
C (-0.698, -1.415, -2.267)  0.000
C (0.611, -1.694, -2.635)  0.000
C (0.844, -2.749, -3.499)  0.000
C (-0.220, -3.500, -3.988)  0.000
C (-1.521, -3.210, -3.609)  0.000
C (-1.768, -2.164, -2.730)  0.000
C (-0.984, 1.313, -2.214)  0.000
C (-2.160, 1.720, -2.826)  0.000
C (-2.116, 2.789, -3.709)  0.000
C (-0.912, 3.434, -3.954)  0.000
C (0.250, 3.029, -3.308)  0.000
C (0.223, 1.961, -2.425)  0.000
H (1.427, -1.105, -2.238)  0.000
H (1.857, -2.990, -3.791)  0.000
H (-0.029, -4.326, -4.661)  0.000
H (-2.344, -3.808, -3.979)  0.000
H (-2.776, -1.943, -2.401)  0.000
H (-3.094, 1.212, -2.617)  0.000
H (-3.022, 3.122, -4.197)  0.000
H (-0.879, 4.263, -4.648)  0.000
H (1.181, 3.549, -3.488)  0.000
H (1.111, 1.646, -1.894)  0.000
Se (2.919, 0.664, 7.039)  0.851
Sb (0.533, 0.075, 6.713)  0.003
Se (0.361, 0.099, 4.054)  0.003
Se (-0.562, 2.094, 7.306)  0.140
Se (-0.097, -2.102, 7.362)  0.013

# 5
Molecular formula: C7H7NOS
Method: DFT, ωB97M-V/def2-TZVPD

The value obtained for the highest occupied orbital energy is -9.00 eV. For the energy above the lowest of the compared OMol25 structures with the same formula, charge and spin, the calculation gives 9.4 kcal/mol. The calculation puts the LUMO energy at 0.8 eV. The value obtained for the orbital gap is 9.751 eV.

Each line ends with the Löwdin charge.
Atoms and positions in Å:
C (1.997, 0.379, 1.640)  -0.172
C (0.695, 0.514, 1.070)  -0.131
C (2.865, -0.209, 0.792)  -0.373
C (0.619, 0.150, -0.227)  -0.565
C (-1.810, 0.882, -0.721)  -0.443
C (-1.441, -1.097, -0.867)  -0.186
C (-0.522, 0.137, -1.190)  -0.181
N (-2.537, -0.293, -0.531)  0.106
O (-2.018, 2.032, -0.463)  0.110
S (2.090, -0.516, -0.750)  1.039
H (2.038, 0.717, 2.644)  0.096
H (-0.174, 0.931, 1.567)  0.119
H (3.890, -0.101, 0.767)  0.034
H (-1.538, -1.853, -1.673)  0.116
H (-0.825, -1.700, -0.104)  0.141
H (-0.245, 0.321, -2.253)  0.151
H (-3.086, -0.296, 0.299)  0.139

# 6
Molecular formula: C3H7O2S
Method: DFT, ωB97M-V/def2-TZVPD

The value obtained for the highest occupied orbital energy (alpha / beta) is -8.54 / -8.20 eV. For the energy above the lowest of the compared OMol25 structures with the same formula, charge and spin, the calculation gives 43.7 kcal/mol. The multiplicity is 2. The calculation puts the LUMO energy (alpha / beta) at 0.9 / -4.3 eV. The value obtained for the orbital gap (alpha / beta) is 9.449 / 3.911 eV.

Each line ends with the Löwdin spin population.
Atoms and positions in Å:
C (1.512, -0.999, -0.033)  0.001
S (1.538, 0.252, 1.312)  0.067
C (0.479, 1.491, 0.598)  0.004
H (1.495, -1.978, 0.430)  0.000
H (0.643, -0.824, -0.636)  -0.002
H (2.417, -0.769, -0.546)  0.001
H (0.522, 1.324, -0.457)  0.000
H (0.907, 2.488, 0.721)  0.000
H (-0.549, 1.321, 0.761)  0.001
O (-1.897, -1.090, 0.527)  0.553
C (-2.254, -0.563, -0.527)  0.039
O (-1.462, -0.143, -1.392)  0.332
H (-3.352, -0.511, -0.760)  0.005

no.,molar mass (g mol⁻¹)
1,139.11
2,251.06
3,134.11
4,1215.21
5,153.21
6,107.15